[1]
DFT (ωB97M-V with the def2-TZVPD basis set) results for an isolated ion of composition H4NO2SSi and charge -1 at a distorted geometry.

Structure (ORCA input):
```
! wB97M-V def2-TZVPD RIJCOSX def2/J DEFGRID3
* xyz -1 1
N 0.9632 -1.7719 0.4854
O -0.8023 -0.2402 -0.8866
O 1.8465 -0.1006 -1.2631
Si -1.0369 0.9065 0.1440
S 0.8512 -1.2034 -0.9068
H 1.6420 -1.2551 1.1451
H 0.1427 0.7048 1.0627
H -1.2323 2.2393 -0.6172
H -2.3741 0.7206 0.8364
*
```

Values from the calculation:
Kohn-Sham gap: 8.42 eV


[2]
DFT (ωB97M-V with the def2-TZVPD basis set) results for a 2-piece molecular cluster, C5H11O2S overall at a distorted geometry.

Structure (ORCA input):
```
! wB97M-V def2-TZVPD RIJCOSX def2/J DEFGRID3
* xyz -1 1
C 2.0516 0.0790 0.0701
C 0.5008 0.9106 -2.3202
S 2.1710 0.2591 -1.7789
H 3.0032 0.4588 0.3774
H 1.1933 0.5679 0.6243
H 2.0951 -0.9300 0.2580
H 0.6169 1.9949 -2.2762
H -0.1386 1.0587 -1.3645
H 0.1793 0.3597 -3.2313
C -2.0600 -0.0495 0.3893
C -1.4243 -1.2304 -0.1803
C -1.4021 -0.0785 1.8470
O -1.6654 -1.0820 2.4503
O -0.7741 0.8723 2.0568
H -1.7605 0.8283 -0.2143
H -3.1115 -0.0340 0.3499
H -1.5648 -2.0939 0.3753
H -0.3673 -1.1419 -0.0619
H -1.3606 -1.3239 -1.2666
*
```

Values from the calculation:
Kohn-Sham gap: 6.76 eV


[3]
DFT (ωB97M-V with the def2-TZVPD basis set) results for C38H32GeIrN6O2 as an isolated structure at a distorted geometry.

Structure (ORCA input):
```
! wB97M-V def2-TZVPD RIJCOSX def2/J DEFGRID3
* xyz 0 2
Ir -0.5167 0.2180 -0.1775
O 1.5571 -4.3747 4.9843
C 0.6640 -4.6264 4.1925
O -0.1327 -5.5394 4.0451
C 0.5064 -3.4958 3.0780
C -0.4627 -3.6161 2.0974
C -0.5648 -2.6174 1.1256
N 0.2701 -1.5549 1.1120
C 1.2109 -1.4306 2.0822
C 1.3479 -2.4049 3.0863
C 2.0499 -0.2744 2.0589
C 2.5038 0.3653 3.2167
C 3.0526 1.6208 3.1666
C 3.1523 2.2752 1.9112
C 2.8537 1.5828 0.7809
N 2.3898 0.3019 0.8135
C -1.6130 -2.6125 0.1300
C -2.3184 -3.7631 -0.2532
C -3.3145 -3.6766 -1.1939
C -3.5988 -2.4268 -1.7636
C -2.8546 -1.3400 -1.3604
N -1.8878 -1.4063 -0.4419
H -1.1420 -4.4485 2.1277
H 2.1307 -2.3344 3.8211
H 2.3537 -0.1317 4.1619
H 3.3747 2.1238 4.0629
H 3.4866 3.2973 1.8504
H 2.9904 1.9878 -0.2128
H -2.0540 -4.7106 0.1812
H -3.8701 -4.5523 -1.4905
H -4.3705 -2.3162 -2.5081
H -3.0362 -0.3635 -1.7926
C -1.5802 1.0242 3.9483
C -1.5457 0.4215 2.6995
N -1.0449 1.0177 1.6177
C -0.5678 2.2885 1.7309
C -0.6206 2.9963 2.9588
C -1.1189 2.3150 4.0893
C -0.1847 4.3316 2.9956
C 0.2697 4.9328 1.8435
C 0.3650 4.2389 0.6471
C -0.0010 2.8897 0.5598
N 0.1510 2.0159 -0.4860
C 0.6875 2.2039 -1.7378
C 1.1311 3.3894 -2.3406
C 1.7088 3.3849 -3.6004
C 1.8746 2.2208 -4.3187
C 1.4316 1.0021 -3.7782
C 1.5869 -0.2325 -4.4441
C 1.1073 -1.3811 -3.8525
C 0.4575 -1.2949 -2.6321
N 0.2897 -0.1422 -1.9765
C 0.8047 1.0010 -2.5065
H -1.9796 0.4824 4.7902
H -1.9291 -0.5799 2.5658
H -1.1409 2.8171 5.0430
H -0.2284 4.8759 3.9247
H 0.5715 5.9681 1.8625
H 0.7370 4.7792 -0.2033
H 1.0195 4.3382 -1.8576
H 2.0433 4.3221 -4.0191
H 2.3370 2.2313 -5.2936
H 2.0936 -0.2628 -5.3973
H 1.2209 -2.3419 -4.3310
H 0.0662 -2.1810 -2.1549
C 4.7390 -2.3659 -1.8272
Ge 4.5325 -0.6055 -0.9366
C 5.7436 -0.4040 0.6441
C 4.9664 0.8614 -2.2054
C 2.7111 -0.5586 -0.2260
H 5.7674 -2.5128 -2.1476
H 4.0986 -2.4286 -2.7020
H 4.4788 -3.1775 -1.1536
H 6.7658 -0.6342 0.3574
H 5.4520 -1.0756 1.4475
H 5.7112 0.6155 1.0204
H 5.9976 0.7565 -2.5324
H 4.8624 1.8349 -1.7359
H 4.3235 0.8290 -3.0790
H 2.1727 -1.4933 -0.2063
*
```

Values from the calculation:
Kohn-Sham gap (spin up / spin down): 5.60 / 5.46 eV
<S²>: 0.76


[4]
DFT (ωB97M-V with the def2-TZVPD basis set) results for C13H29N2OPSiW as an isolated structure at a distorted geometry.

Structure (ORCA input):
```
! wB97M-V def2-TZVPD RIJCOSX def2/J DEFGRID3
* xyz 0 3
W -0.0193 0.0503 0.6080
Si 2.3051 0.3290 0.0384
P -0.5451 0.4699 -1.6769
N -0.0395 -1.8192 0.6063
H -0.0589 2.2603 2.1946
C -2.3432 0.7196 -1.8283
H -2.6064 0.9986 -2.8593
H -2.6625 1.5226 -1.1493
H -2.8658 -0.2079 -1.5562
C 0.1705 1.9669 -2.4503
H -0.2300 2.0751 -3.4697
H 1.2632 1.8800 -2.5039
H -0.0983 2.8508 -1.8547
C -0.2009 -0.8681 -2.8868
H -0.4905 -0.5282 -3.8978
H -0.7881 -1.7608 -2.6159
H 0.8702 -1.1221 -2.8718
C 2.9437 2.0882 0.3303
H 2.6648 2.4671 1.3206
H 2.5553 2.7530 -0.4484
H 4.0392 2.0474 0.2593
H 3.2409 -0.5247 0.8578
H 2.7160 0.0551 -1.3896
C -0.0427 -3.1242 0.3781
C -1.2285 -5.2516 0.3343
C -1.2274 -3.8933 0.6077
C 1.1186 -3.7739 -0.1553
C 1.0803 -5.1368 -0.4191
C -0.0808 -5.8868 -0.1712
H -2.1367 -5.8252 0.5081
H -2.0992 -3.3596 0.9811
H 2.0033 -3.1629 -0.3543
H 1.9618 -5.6291 -0.8326
H -0.0969 -6.9567 -0.3833
C -0.7589 2.7646 1.4547
O -0.8113 1.8977 0.3906
C -2.1361 2.8914 2.0989
H -2.2982 3.9126 2.4619
H -2.1964 2.1850 2.9327
H -2.9591 2.6687 1.4071
C -0.1372 4.0920 1.0249
H -0.5886 4.5056 0.1131
H 0.9353 3.9746 0.8420
H -0.3012 4.8093 1.8317
N 0.4777 0.1593 2.7698
H 0.9883 -0.6959 3.0186
H -0.3626 0.1865 3.3571
H 1.0760 0.9457 3.0467
*
```

Values from the calculation:
Kohn-Sham gap (spin up / spin down): 5.17 / 6.81 eV
<S²>: 2.03


[5]
DFT (ωB97M-V with the def2-TZVPD basis set) results for C10H12BrNPSn as an isolated structure at a distorted geometry.

Structure (ORCA input):
```
! wB97M-V def2-TZVPD RIJCOSX def2/J DEFGRID3
* xyz 1 1
C 2.8604 1.6961 -1.0921
C 3.3393 1.2456 0.1710
C 2.6188 1.9317 1.2015
C 1.7331 2.8543 0.5700
C 1.9530 2.7765 -0.8313
Sn -0.6308 0.3104 -2.0681
P 0.7039 -2.0788 -2.4811
H 3.0522 1.2660 -2.0438
H 4.0506 0.4474 0.3189
H 2.6219 1.6757 2.2616
H 1.5464 3.4303 -1.5618
H 0.9298 3.4123 1.0350
H 0.3381 -3.2594 -1.6897
H 2.1438 -2.1767 -2.7448
H 0.1020 -2.3600 -3.8046
Br -2.0227 -1.8261 4.1342
C -2.1453 -1.2849 2.3212
C -3.3718 -1.5379 1.6783
C -3.5272 -1.0965 0.3607
C -2.4489 -0.5017 -0.2982
N -1.1899 -0.4389 0.2216
C -1.0975 -0.6897 1.5767
H -4.1916 -2.0430 2.1858
H -4.4672 -1.2117 -0.1951
H -2.7335 -0.0930 -1.3120
H -0.1667 -0.4479 2.0862
*
```

Values from the calculation:
Kohn-Sham gap (spin up / spin down): 4.40 / 4.40 eV


[6]
DFT (ωB97M-V with the def2-TZVPD basis set) results for a 2-piece molecular cluster, C24H47BNO6 overall at a distorted geometry.

Structure (ORCA input):
```
! wB97M-V def2-TZVPD RIJCOSX def2/J DEFGRID3
* xyz 1 1
C 3.0509 -4.8084 -2.7161
B 1.5129 -4.8349 -3.3097
O 1.2501 -5.6647 -4.4524
C 0.3540 -3.9111 -2.6291
O -0.9525 -4.5523 -2.7132
C -1.5953 -4.2974 -3.9857
C -3.2149 -4.4246 -3.9380
C -3.8408 -3.2590 -4.9009
C -3.8463 -4.1875 -2.4822
C -3.3744 -2.7910 -1.7840
C -3.6949 -5.4468 -1.4790
O 0.6429 -4.1072 -1.1909
C 0.2080 -3.0119 -0.3920
O -0.0599 -2.9962 0.8362
O 0.1929 -1.8818 -1.2595
C 0.4276 -2.3232 -2.6440
C 1.7204 -1.5219 -3.1231
C 2.5299 -0.9039 -1.7301
C 2.1332 0.7011 -1.3658
O 3.5395 0.1813 -1.9943
H 3.8256 -4.5470 -3.5293
H 3.2664 -5.8804 -2.3292
H 3.1484 -4.0608 -1.8513
H 1.5266 -6.5966 -4.2943
H -1.2500 -5.0919 -4.7562
H -1.3681 -3.2827 -4.4582
H -3.4948 -5.4315 -4.4035
H -3.2257 -2.2883 -4.8508
H -4.8968 -2.9726 -4.5266
H -3.9068 -3.6021 -5.9969
H -4.9885 -4.0578 -2.6387
H -2.5405 -2.9835 -1.0222
H -3.0877 -1.9914 -2.5600
H -4.2966 -2.4001 -1.2079
H -2.7879 -5.2064 -0.8007
H -4.5923 -5.5755 -0.7858
H -3.4256 -6.4263 -2.0145
H -0.4716 -1.8276 -3.1720
H 2.5032 -2.1034 -3.7103
H 1.4348 -0.5497 -3.6691
H 2.6941 -1.6594 -0.8077
H 1.9228 0.3087 -0.2715
H 2.8046 1.5250 -0.9719
C 1.2053 4.9806 5.9739
C 1.5178 3.6771 5.2547
C 2.3645 3.8468 3.9972
C 1.7902 4.5732 2.7870
N 0.4717 4.0920 2.1689
C -0.7807 4.5017 2.9411
C -0.9052 5.9953 2.7222
C -0.4473 6.2209 1.2920
C 0.2752 4.9485 0.8692
C 0.4796 2.6231 1.7231
C 0.1628 1.5496 2.7708
C 1.3617 0.7658 3.3099
H 0.8395 5.7543 5.2943
H 0.4443 4.8152 6.7396
H 2.1013 5.3649 6.4712
H 0.5927 3.1400 5.0494
H 2.0611 3.0310 5.9492
H 2.7476 2.8790 3.6707
H 3.2687 4.3963 4.2893
H 2.5321 4.4918 1.9868
H 1.6861 5.6377 3.0066
H -1.6251 3.9721 2.4894
H -0.7046 4.2338 3.9886
H -0.2580 6.5482 3.4096
H -1.9210 6.3559 2.8944
H 0.2048 7.0943 1.2191
H -1.2991 6.4056 0.6321
H 1.2448 5.1235 0.4004
H -0.3577 4.3830 0.1826
H 1.4233 2.4466 1.2023
H -0.3210 2.5436 0.9816
H -0.4502 0.8012 2.2549
H -0.4658 1.9118 3.5868
H 2.2012 0.7616 2.6090
H 1.0791 -0.2744 3.4944
H 1.7030 1.1512 4.2703
*
```

Values from the calculation:
Kohn-Sham gap: 8.46 eV


What did we get for relative energy (zero: lowest compared OMol25 entry of this formula, charge and spin)? Answer: 0.888 2.385 2.951 0.000 1.876 4.936 eV, in the order shown.
What did we get for total energy? Answer: -24363.46568 -20293.05410 -112315.30629 -37970.16288 -97205.18448 -40087.42567 eV, in the order shown.